Entry 1:
{
  "formula": "C33H36BBiN6O3PS",
  "method": "wB97M-V/def2-TZVPD",
  "largest_force_ev_per_a": 2.09,
  "charge": 1,
  "total_energy_ev": -76526.2890,
  "symbols": ["Bi", "C", "C", "C", "C", "C", "N", "N", "B", "N", "N", "C", "C", "C", "C", "C", "N", "N", "C", "C", "C", "C", "C", "H", "H", "H", "H", "H", "H", "H", "H", "H", "H", "H", "H", "H", "H", "H", "H", "H", "H", "H", "H", "H", "H", "O", "S", "O", "O", "C", "C", "C", "C", "C", "C", "P", "C", "C", "C", "C", "C", "C", "C", "C", "C", "C", "C", "C", "H", "H", "H", "H", "H", "H", "H", "H", "H", "H", "H", "H", "H", "H"],
  "xyz": [[0.26482, -2.02812, 0.00948], [3.10738, -4.54819, -0.01558], [3.62035, -3.11466, -0.01159], [4.92662, -2.58562, -0.01427], [4.77934, -1.17837, -0.01149], [5.78887, -0.06310, -0.03786], [3.47994, -0.88911, 0.00219], [2.74601, -2.11306, -0.00498], [2.72027, 0.50024, -0.00797], [1.81806, 0.46938, 1.32689], [0.96180, -0.61910, 1.65784], [0.67220, -0.57718, 2.97523], [-0.20723, -1.56555, 3.71190], [1.37887, 0.51069, 3.52529], [2.07156, 1.13175, 2.46814], [2.95568, 2.33115, 2.48629], [1.82663, 0.48868, -1.32279], [0.92307, -0.58656, -1.61417], [0.61466, -0.56129, -2.92923], [-0.37268, -1.52162, -3.58794], [1.32892, 0.50001, -3.51193], [2.08315, 1.10515, -2.48371], [2.99657, 2.29435, -2.54425], [3.92510, -5.24791, -0.09324], [2.45907, -4.72297, -0.86468], [2.53400, -4.75116, 0.89721], [5.84448, -3.15115, -0.03642], [6.77050, -0.49824, -0.04251], [5.69860, 0.57327, 0.85089], [5.68948, 0.53572, -0.94187], [3.38651, 1.52071, -0.00693], [-0.77610, -2.17978, 3.02281], [-0.89679, -1.04730, 4.37038], [0.40857, -2.21293, 4.33413], [1.34664, 0.83567, 4.55853], [2.88225, 2.81414, 3.44861], [2.67182, 3.02033, 1.68392], [4.00336, 2.04054, 2.37837], [-0.93910, -2.08990, -2.85440], [0.18017, -2.22246, -4.21674], [-1.04969, -0.97366, -4.22818], [1.20474, 0.85742, -4.52435], [2.91428, 2.76347, -3.52065], [4.02399, 1.98041, -2.41511], [2.76184, 3.01668, -1.76747], [-3.16924, -4.37582, 0.31684], [-2.68634, -3.03765, 0.14014], [-1.90326, -2.84103, -1.14652], [-1.87477, -2.57534, 1.34288], [-3.99676, -1.85912, 0.05174], [-5.34212, -2.20044, 0.07489], [-6.28258, -1.16863, 0.02967], [-5.86834, 0.16784, -0.04038], [-4.51352, 0.47202, -0.06714], [-3.55872, -0.55237, -0.03857], [-1.81760, -0.02943, -0.08137], [-1.83285, 1.03308, -1.51462], [-0.94577, 2.10580, -1.64783], [-0.98626, 2.89555, -2.79348], [-1.93468, 2.65987, -3.78518], [-2.79583, 1.56338, -3.66070], [-2.72195, 0.71904, -2.55770], [-1.80114, 0.96749, 1.42965], [-2.67840, 0.63542, 2.48564], [-2.76858, 1.45737, 3.60252], [-1.93958, 2.57542, 3.74234], [-1.00107, 2.84558, 2.73140], [-0.93554, 2.05203, 1.58565], [-5.62152, -3.24493, 0.14413], [-7.34095, -1.40803, 0.06061], [-6.60155, 0.97663, -0.06346], [-4.17165, 1.50548, -0.10821], [-0.13281, 2.23808, -0.94612], [-0.25559, 3.69256, -2.91529], [-2.00565, 3.27987, -4.67183], [-3.53339, 1.37497, -4.42869], [-3.32979, -0.18422, -2.52179], [-3.28347, -0.26806, 2.42987], [-3.47531, 1.20350, 4.38861], [-1.98951, 3.20331, 4.63055], [-0.29144, 3.65478, 2.83088], [-0.14106, 2.22519, 0.87306]]
}

=====

Entry 2:
{
  "formula": "C33H36BCl3N3O2P2Se2W",
  "method": "wB97M-V/def2-TZVPD",
  "largest_force_ev_per_a": 1.76,
  "e_above_lowest_kj_mol": 76.99,
  "charge": 3,
  "total_energy_ev": -232683.3890,
  "symbols": ["W", "O", "C", "C", "C", "O", "C", "Se", "C", "Se", "H", "H", "H", "H", "H", "H", "H", "H", "H", "H", "C", "N", "P", "C", "C", "C", "C", "C", "C", "C", "C", "C", "C", "C", "C", "P", "C", "C", "C", "C", "C", "C", "C", "C", "C", "C", "C", "C", "H", "H", "H", "H", "H", "H", "H", "H", "H", "H", "H", "H", "H", "H", "H", "H", "H", "H", "H", "H", "H", "H", "H", "B", "C", "N", "H", "H", "H", "Cl", "C", "Cl", "Cl", "C", "N"],
  "xyz": [[0.49362, 0.89208, -0.70998], [3.56898, 3.50951, 3.94808], [3.84662, 2.20420, 3.50496], [3.02317, 1.98448, 2.21290], [3.28459, 0.55941, 1.74954], [2.55742, 0.26701, 0.54135], [1.54946, 2.19478, 2.56863], [0.45392, 2.79559, 1.02866], [3.47985, 3.03194, 1.20498], [2.29895, 3.12926, -0.35984], [4.09556, 3.72318, 4.72699], [3.56141, 1.45147, 4.24876], [4.90858, 2.06893, 3.27379], [3.00090, -0.14766, 2.53243], [4.34873, 0.43298, 1.54141], [3.01321, -0.40832, 0.01959], [1.43435, 2.98654, 3.30666], [1.09240, 1.27823, 2.93393], [4.48980, 2.85997, 0.83046], [3.43066, 4.02764, 1.64196], [-2.19352, -2.83098, 0.01953], [-1.35506, -1.63617, -0.15356], [-0.09487, -1.09621, 0.85923], [-0.69940, -1.17115, 2.55603], [-0.98361, -0.04438, 3.33090], [-1.49189, -0.18179, 4.61155], [-1.72990, -1.44920, 5.12993], [-1.45278, -2.57679, 4.36945], [-0.93064, -2.44353, 3.09222], [1.20848, -2.33182, 0.73153], [1.47605, -2.88877, -0.52139], [2.52897, -3.77670, -0.67418], [3.32463, -4.10368, 0.41789], [3.06405, -3.54917, 1.66547], [2.01244, -2.65961, 1.82497], [-1.43097, -0.47729, -1.34709], [-2.42135, -0.95867, -2.73109], [-3.78541, -0.64633, -2.74575], [-4.57391, -1.13947, -3.76995], [-4.00879, -1.92675, -4.76798], [-2.65239, -2.23100, -4.75333], [-1.84992, -1.74963, -3.73425], [-2.19220, 0.99827, -0.57648], [-2.45946, 2.16025, -1.33707], [-3.06550, 3.25842, -0.76136], [-3.45003, 3.21503, 0.57677], [-3.27890, 2.05100, 1.32079], [-2.66491, 0.95362, 0.74934], [-2.83141, -2.73781, 0.89838], [-1.56065, -3.71251, 0.11456], [-2.82270, -2.94939, -0.86164], [-0.82887, 0.95014, 2.93343], [-1.70407, 0.69594, 5.20753], [-2.12938, -1.55723, 6.12942], [-1.63538, -3.56352, 4.77290], [-0.70331, -3.33410, 2.51939], [0.85157, -2.65158, -1.37523], [2.72573, -4.21902, -1.64146], [4.14274, -4.80131, 0.29817], [3.67357, -3.82059, 2.51705], [1.80899, -2.24422, 2.80440], [-4.22828, -0.03139, -1.97195], [-5.63059, -0.91083, -3.79200], [-4.63308, -2.30345, -5.56730], [-2.22122, -2.83751, -5.53778], [-0.79101, -1.97582, -3.72906], [-2.25654, 2.16241, -2.40034], [-3.27404, 4.13599, -1.35835], [-3.92750, 4.07649, 1.02600], [-3.65639, 1.99157, 2.33338], [-2.60349, 0.03168, 1.30679], [1.56189, -0.25273, -4.60571], [1.81302, -0.08503, -3.11494], [1.87199, 0.09604, -1.95176], [0.34800, -0.15382, -4.61258], [2.10031, 0.66868, -5.15975], [1.93927, -1.34098, -4.94773], [2.04946, 3.86627, -4.79993], [0.33720, 3.74097, -4.41423], [-0.56780, 2.87274, -5.64220], [-0.37041, 5.32564, -4.06883], [0.23383, 2.95879, -3.18437], [0.13717, 2.30073, -2.25164]]
}

=====

Entry 3:
{
  "formula": "C33H36BeN6",
  "method": "wB97M-V/def2-TZVPD",
  "largest_force_ev_per_a": 0.54,
  "total_energy_ev": -44150.3021,
  "symbols": ["Be", "C", "N", "C", "C", "C", "C", "C", "C", "C", "N", "C", "C", "C", "C", "C", "C", "N", "C", "C", "H", "H", "H", "H", "H", "H", "H", "H", "H", "H", "H", "H", "H", "H", "H", "H", "H", "H", "H", "H", "C", "N", "C", "C", "N", "C", "H", "H", "H", "H", "H", "H", "N", "C", "C", "C", "C", "C", "C", "C", "C", "C", "C", "C", "C", "C", "H", "H", "H", "H", "H", "H", "H", "H", "H", "H"],
  "xyz": [[-0.00194, -0.48525, 0.73710], [-0.74505, 2.84248, 1.14758], [0.40115, 2.46681, 0.33934], [0.41460, 3.11350, -0.95070], [1.63373, 2.35209, 1.01245], [2.66413, 3.26679, 0.82512], [3.89878, 3.10667, 1.43842], [4.12148, 1.99095, 2.22680], [3.10557, 1.06654, 2.42070], [1.83194, 1.23448, 1.86151], [0.81069, 0.29155, 1.99059], [0.65980, -0.46221, 3.13440], [1.23265, -0.24643, 4.40052], [1.02935, -1.14881, 5.43251], [0.24345, -2.27896, 5.25843], [-0.43193, -2.44491, 4.05511], [-0.24928, -1.53648, 3.03289], [-1.04657, -1.49854, 1.81927], [-1.47737, -2.80171, 1.31967], [-2.23084, -0.64947, 2.08805], [-0.86485, 3.93634, 1.18773], [-0.61568, 2.47259, 2.16272], [-1.65129, 2.40112, 0.72520], [0.41579, 4.21389, -0.89283], [-0.47729, 2.80186, -1.49926], [1.29056, 2.79295, -1.51483], [2.49530, 4.12956, 0.19236], [4.67478, 3.84870, 1.30039], [5.08827, 1.83045, 2.68778], [3.30767, 0.16463, 2.98260], [1.82673, 0.63724, 4.58070], [1.50165, -0.97035, 6.39088], [0.12390, -2.99875, 6.05682], [-1.10105, -3.28768, 3.92812], [-2.29542, -3.21695, 1.91539], [-0.63929, -3.49623, 1.33534], [-1.82669, -2.68002, 0.29266], [-2.86702, -1.10829, 2.85176], [-2.79449, -0.50330, 1.16851], [-1.89681, 0.32365, 2.44206], [4.39817, -1.55799, -1.73023], [3.11113, -1.87443, -1.14991], [2.26695, -2.86956, -1.57683], [1.13950, -2.75844, -0.82248], [1.28240, -1.71795, 0.05996], [2.47435, -1.20693, -0.16862], [5.02684, -2.44621, -1.76427], [4.88912, -0.79699, -1.12863], [4.27132, -1.17983, -2.74480], [2.54085, -3.54744, -2.36663], [0.24645, -3.35705, -0.86064], [2.89722, -0.36709, 0.36185], [-0.84497, -0.03061, -0.51069], [-1.48680, 0.08386, -1.57170], [-0.85491, -0.06378, -2.93526], [-1.58157, -0.50750, -4.04080], [-0.95890, -0.70181, -5.26591], [0.39424, -0.43505, -5.41164], [1.12322, 0.01364, -4.31810], [0.50491, 0.19176, -3.09224], [-2.97513, 0.37271, -1.58624], [-3.46115, 1.66219, -1.77162], [-4.82725, 1.90553, -1.79474], [-5.72703, 0.86121, -1.63840], [-5.25117, -0.42810, -1.44511], [-3.88530, -0.66786, -1.41542], [-2.64019, -0.70794, -3.94456], [-1.53569, -1.06021, -6.10961], [0.87421, -0.56587, -6.37329], [2.18108, 0.22206, -4.43350], [1.06161, 0.54797, -2.23166], [-2.76504, 2.48264, -1.90046], [-5.19390, 2.91401, -1.94149], [-6.79271, 1.04685, -1.67301], [-5.94601, -1.24942, -1.31860], [-3.51497, -1.67690, -1.26859]]
}